{"formula": "C5H12NO", "method": "wB97M-V/def2-TZVPD", "elements": ["C", "C", "C", "C", "N", "C", "H", "H", "H", "H", "H", "H", "H", "H", "H", "H", "H", "H", "O"], "xyz": [[2.2013, -1.9296, 0.1874], [1.0789, -1.6509, -0.7828], [0.5853, -0.2318, -0.5958], [-0.3406, 0.0484, 0.3023], [-0.7857, 1.3766, 0.6279], [0.0065, 2.3550, 0.7954], [2.4979, -2.9830, 0.1377], [2.0032, -1.7391, 1.2394], [3.1179, -1.4043, -0.0951], [0.2129, -2.2956, -0.6830], [1.3084, -1.8224, -1.8361], [1.1553, 0.5529, -1.0853], [-0.9541, -0.7048, 0.7766], [-1.8140, 1.4642, 0.5234], [1.0594, 2.2078, 0.9989], [-0.4217, 3.3412, 0.9443], [-3.1985, 1.0280, -1.1683], [-4.3275, 1.2273, -0.0540], [-3.3848, 1.1603, -0.2329]], "energy_ha": -327.4208, "relative_energy_kcal_mol": 24.3, "charge": 1}



{"formula": "C5H12NO", "method": "wB97M-V/def2-TZVPD", "elements": ["O", "C", "C", "C", "C", "C", "N", "H", "H", "H", "H", "H", "H", "H", "H", "H", "H", "H", "H"], "xyz": [[-2.0680, 0.8494, -2.0176], [-1.6449, 1.0073, -0.9127], [-0.8091, -0.2122, -0.3464], [0.1100, 0.0793, 0.8022], [0.6323, -1.1796, 1.4665], [1.0995, 1.2746, 0.5433], [-0.0698, -0.7494, -1.5213], [-1.9052, 1.8605, -0.2257], [-1.5470, -0.9784, -0.1049], [-0.5308, 0.6300, 1.5083], [1.0049, -1.9839, 0.7997], [-0.1082, -1.6932, 2.1016], [1.4593, -0.9786, 2.1995], [1.1200, 1.5421, -0.5341], [2.0953, 1.0862, 0.9073], [0.7209, 2.1768, 1.0135], [-0.1629, -1.7579, -1.6629], [-0.3511, -0.3252, -2.4154], [0.9549, -0.6476, -1.6007]], "smiles": "CC(C)[C@H]([NH3+])C=O", "energy_ha": -327.4230, "relative_energy_kcal_mol": 22.9, "charge": 1}



{"formula": "C5H12NO", "method": "wB97M-V/def2-TZVPD", "elements": ["C", "C", "C", "C", "C", "N", "O", "H", "H", "H", "H", "H", "H", "H", "H", "H", "H", "H", "H"], "xyz": [[-2.4118, -0.0322, 0.2419], [-1.9611, 0.6923, 1.5419], [2.3167, -0.8542, -0.9148], [0.1618, -0.4825, 0.5347], [0.9036, -0.1780, -0.9351], [-0.9712, 0.4357, 0.4454], [1.0025, 1.2071, -1.0016], [-2.4014, -1.1349, 0.2395], [-2.8496, 0.6228, -0.5012], [-2.3552, 1.6900, 1.6224], [-1.8283, 0.2811, 2.4734], [2.6914, -1.0494, -1.9620], [2.2946, -1.7466, -0.3248], [3.1971, -0.1637, -0.5882], [0.7261, -0.0385, 1.2984], [-0.0950, -1.4906, 0.5508], [0.3339, -0.5397, -1.8049], [-0.6238, 1.2026, -0.0046], [1.8698, 1.5788, -0.9111]], "smiles": "C[C@H](O)C[NH+]1CC1", "energy_ha": -327.3790, "relative_energy_kcal_mol": 50.6, "charge": 1}



{"formula": "C5H12NO", "method": "wB97M-V/def2-TZVPD", "elements": ["C", "C", "C", "C", "C", "O", "N", "H", "H", "H", "H", "H", "H", "H", "H", "H", "H", "H", "H"], "xyz": [[-1.0697, -1.6613, 1.6412], [-0.5535, -0.7038, 0.5567], [0.8913, -0.2629, 0.8443], [1.5228, 0.6247, -0.2157], [0.9374, 0.3858, -1.6038], [0.0121, 1.0738, -1.9572], [-1.4198, 0.5202, 0.3702], [-2.0474, -2.0443, 1.3543], [-0.4105, -2.5211, 1.4954], [-0.9838, -1.3427, 2.6734], [-0.6157, -1.2627, -0.3756], [0.9497, 0.2302, 1.8154], [1.4175, -1.2152, 0.9322], [1.2571, 1.6747, -0.0781], [2.6106, 0.5704, -0.2699], [1.3312, -0.4439, -2.2040], [-1.7886, 0.8386, 1.2618], [-0.9292, 1.3145, -0.0589], [-2.2664, 0.2846, -0.1443]], "smiles": "C[C@@H]([NH3+])CCC=O", "energy_ha": -327.4496, "relative_energy_kcal_mol": 6.3, "charge": 1}



{"formula": "C5H12NO2", "method": "wB97M-V/def2-TZVPD", "elements": ["C", "O", "C", "C", "C", "C", "N", "H", "H", "H", "H", "H", "H", "H", "H", "H", "H", "H", "H", "O"], "xyz": [[1.4496, -0.5588, 0.4480], [1.2429, 0.8137, 0.4975], [0.1630, -1.4009, 0.2702], [-0.5845, -1.3591, -1.0796], [-0.8340, 0.0357, -1.5582], [-2.0053, 0.4131, -2.1578], [0.2970, 0.7682, -1.3676], [1.8434, -0.8281, 1.4397], [2.1915, -0.8681, -0.3340], [-0.5200, -0.9229, 0.9659], [0.3972, -2.4140, 0.5501], [-0.0406, -1.8414, -1.9245], [-1.4706, -1.8914, -0.9613], [-2.0638, 1.5102, -2.3425], [-2.8487, -0.2430, -2.2820], [0.7870, 0.7444, -0.3790], [0.3254, 1.6832, -1.7998], [0.3568, 0.8266, 3.0129], [0.1298, 1.7101, 4.3095], [-0.2108, 1.0046, 3.8008]], "energy_ha": -402.8713, "relative_energy_kcal_mol": 99.3, "charge": -1}



{"formula": "C5H12NO2", "method": "wB97M-V/def2-TZVPD", "elements": ["O", "C", "O", "C", "C", "C", "C", "N", "H", "H", "H", "H", "H", "H", "H", "H", "H", "H", "H", "H"], "xyz": [[1.7272, 0.3704, 1.4387], [0.6778, 0.9017, 1.1663], [0.2418, 1.9531, 1.8325], [-0.1486, 0.7177, -0.1039], [-0.4271, -0.7627, -0.4942], [-1.6402, -1.1395, 0.4283], [0.7612, -1.6986, -0.4311], [0.5545, 1.5183, -1.1653], [0.5160, 2.3334, 2.6942], [-1.1637, 1.2933, 0.0244], [-0.7656, -0.8226, -1.5602], [-2.4659, -1.6475, -0.0215], [-2.0047, -0.2679, 0.9795], [-1.2749, -1.8430, 1.1987], [1.4133, -1.9299, 0.4222], [1.4012, -1.5646, -1.3085], [0.1912, -2.6414, -0.5967], [-0.0333, 2.0260, -1.8539], [1.1539, 1.0690, -1.8798], [1.2859, 2.1349, -0.7697]], "smiles": "CC(C)[C@H]([NH3+])C(=O)O", "energy_ha": -402.6646, "relative_energy_kcal_mol": 35.9, "charge": 1}



What maximum force values result from the calculations? In sequence: 1.55; 2.61; 4.63; 1.39; 8.13; 2.92 eV/A.